A molecular structure, C8H10HgO5S, computed with ωB97M-V/def2-TZVPD.

The geometry in ORCA input format:
```
! wB97M-V def2-TZVPD RIJCOSX def2/J DEFGRID3
* xyz 2 1
Hg -0.36 -0.20 0.06
O 1.71 -3.27 0.35
C 1.43 -2.26 -0.09
C -1.31 2.35 0.08
O -2.05 3.09 0.58
C -2.16 -1.18 -1.45
O -3.09 -1.80 -1.64
C 1.97 1.08 1.19
O 2.67 1.43 1.99
C 1.50 0.29 -2.58
H 2.46 0.18 -2.06
H 1.06 -0.60 -3.06
C 0.79 1.44 -2.49
H -0.23 1.50 -2.89
H 1.17 2.29 -1.90
C -1.52 -2.33 3.55
S -0.88 -1.00 2.59
C -2.16 0.26 2.84
O 0.38 -0.58 3.26
H -2.57 -2.50 3.27
H -1.41 -2.01 4.60
H -0.92 -3.22 3.35
H -2.72 -0.06 3.72
H -1.65 1.21 3.01
H -2.82 0.30 1.97
*
```

Output
HOMO-LUMO gap: 0.255 Eh
max |F|: 0.095 hartree/bohr
HOMO: -17.509 eV
E_LUMO: -10.6 eV

Charges computed using natural (NBO), reported in e: number 1, Hg, carries 1.1339; number 2, O, carries -0.3739; number 3, C, carries 0.4566; number 4, C, carries 0.4657; number 5, O, carries -0.3736; number 6, C, carries 0.4533; number 7, O, carries -0.3343; number 8, C, carries 0.4549; number 9, O, carries -0.3674; number 10, C, carries -0.3722; number 11, H, carries 0.2238; number 12, H, carries 0.2174; number 13, C, carries -0.3886; number 14, H, carries 0.2150; number 15, H, carries 0.2215; number 16, C, carries -0.8116; number 17, S, carries 1.2429; number 18, C, carries -0.8304; number 19, O, carries -0.8975; number 20, H, carries 0.2690; number 21, H, carries 0.3065; number 22, H, carries 0.2874; number 23, H, carries 0.2782; number 24, H, carries 0.2810; number 25, H, carries 0.2426